This record from the OMol25 dataset describes C5H10O2 in the gas phase. The level of theory is ωB97M-V/def2-TZVPD.

Atoms and positions in Å:
C -0.326205 0.917946 2.383171
O -0.040639 0.193198 1.213131
C 0.284629 1.053177 0.082485
C 0.421529 0.310551 -1.183340
C 1.179289 -0.913523 -1.490725
C -0.326566 -0.915661 -1.352432
O -1.050017 -1.684795 -0.474477
H 0.559848 1.455488 2.753470
H -0.650115 0.207171 3.148144
H -1.130158 1.653013 2.217040
H -0.515236 1.809617 0.022716
H 1.219910 1.585782 0.308575
H -1.095615 -0.544266 -2.285289
H 1.665397 -1.030444 -2.465313
H 1.593259 -1.590634 -0.733452
H -0.762855 -1.346722 -2.495710
H -1.026455 -1.159897 0.352007

Cartesian forces (eV/Å) of the 3 atoms listed first:
C -0.05 0.13 0.24
O -0.04 -0.11 -0.05
C 0.06 0.21 -0.04

Computed properties:
- Spin multiplicity: 1
- Energy above the lowest of the compared OMol25 structures with the same formula, charge and spin: 177.5 kcal per mole